Entry P
Computed, not measured: an isolated ion of composition C4H7NOP and charge -1, with ωB97M-V/def2-TZVPD.

Atoms and positions in Å:
C 1.87 1.47 -1.96
C 1.16 0.96 -1.12
C -0.87 1.10 0.50
C 0.42 0.24 0.13
N 0.13 -1.17 -0.17
O -1.10 -1.45 -0.95
P -0.87 -1.95 0.95
H 2.25 1.81 -2.89
H -1.34 1.24 -0.43
H -1.48 0.58 1.30
H -0.64 2.16 0.85
H 1.01 0.19 1.10
H 0.06 -1.91 2.14
H -0.58 -3.27 0.56

Computed properties:
HOMO = -2.909 eV
Charge = -1
Multiplicity = 1
LUMO = 3.9658 eV

Entry Q
Computed, not measured: an isolated ion of composition C4H7NOP and charge -1, with ωB97M-V/def2-TZVPD.

Atoms and positions in Å:
C -0.68 -1.91 1.43
C -0.20 -0.93 1.00
C 0.33 0.29 0.30
C 1.90 0.47 0.70
N 0.23 0.17 -1.10
P -1.27 0.42 -1.64
O -1.69 0.43 -3.11
H -1.07 -2.82 1.66
H 0.05 1.31 0.80
H 1.84 0.44 1.78
H 2.29 -0.45 0.15
H 2.21 1.44 0.18
H -2.08 -0.47 -1.01
H -1.86 1.60 -1.13

Computed properties:
HOMO = -3.943 eV
Charge = -1
SMILES string = C#C[C@@H](C)N=[PH2][O-]
Multiplicity = 1
LUMO = 4.0417 eV

Energies relative to the most stable structure, in kJ/mol: entry P 307.7; entry Q 0.0.